The following is a quantum chemistry calculation of a 10-piece molecular cluster, C40H56N9O16 overall, from OMol25.

The highest occupied orbital energy comes out at -0.224 Ha. The value obtained for the orbital gap is 6.1 eV. The calculation puts the energy above the lowest of the compared OMol25 structures with the same formula, charge and spin at 38.85 kcal per mole. Its total energy is -88530.224 eV. The net charge is -1.

Last column: Löwdin charge in e.
Geometry (Å):
H -5.615766 -1.318217 -4.605735  0.02
C -3.391473 1.831830 3.171804  -0.30
C 0.226689 -2.245162 3.149572  0.10
H 4.196092 -0.932277 6.083393  0.12
C -5.180536 2.590831 -4.419570  0.07
C 2.176226 -5.626939 0.786444  -0.07
C 4.611849 4.404100 -0.467283  -0.13
C -1.289521 -3.723259 1.647124  -0.05
H -1.994222 5.547338 -1.227457  0.14
N 7.110363 2.818189 4.489512  -0.32
H -0.802583 -5.011922 4.940409  0.02
N 2.207441 -6.629939 1.864799  -0.34
H 6.260839 0.878555 6.496362  0.08
H -1.606988 -4.043109 0.706726  0.04
C -3.455602 -3.350643 -3.642367  -0.34
C -1.389650 -4.855155 2.810752  0.04
C -0.805829 -4.449869 4.144664  0.03
H -3.335999 2.853238 2.858149  0.12
C 6.000568 1.873502 4.438825  -0.06
H -2.751286 1.712071 0.954337  0.04
H 2.698080 1.803098 -0.989734  0.03
H -2.718802 -3.272804 -4.394380  0.12
H -3.693906 5.919432 -0.481336  0.11
C -6.714698 0.536011 -4.672443  -0.10
H -4.958085 3.576623 -4.637723  0.07
H -1.117614 -2.010433 -3.058710  0.08
O 1.525300 -7.628066 1.739628  0.06
O 0.408059 -0.447352 -0.658852  0.07
N 0.779011 -2.936717 5.591803  -0.32
C -5.566239 -0.334203 -4.489349  -0.01
H 3.190263 -4.151130 1.831186  0.08
H 1.143655 -2.829280 -2.105766  0.06
O 3.135039 -6.419057 2.745969  0.01
N 2.369054 0.113152 -4.607403  -0.14
H -3.262170 -0.488962 -3.669975  0.11
H -3.073848 -1.289665 2.366177  0.06
O -1.813948 1.499644 -3.474947  0.02
O 2.249624 4.978063 0.903432  0.00
H -7.699445 -0.026551 -4.848307  0.13
H 0.491299 -5.337857 -2.591648  0.14
H 4.594250 5.564878 -0.400226  0.11
H 3.496224 0.662391 1.944271  0.11
C -2.877519 5.087364 -0.581613  -0.02
H -0.543130 -1.755271 1.118013  0.04
C 4.037025 0.802395 2.985299  -0.02
C -0.503458 -2.571723 1.775910  -0.05
H -1.218980 3.686859 1.495863  0.06
O -4.601682 -3.795666 -3.912410  -0.04
C -6.545894 1.892286 -4.703379  -0.05
H 5.346433 2.414846 2.405006  0.02
H -1.688171 -1.339571 -1.547193  0.08
C 5.098788 1.805300 3.150588  0.05
H -1.895361 -5.772315 2.845224  0.05
H 2.021681 -0.059777 -2.644321  0.01
H -7.261944 2.596025 -5.006809  0.07
H -3.137464 0.217525 0.387675  0.11
O 1.424147 -1.861417 5.686413  0.02
C 4.538845 -0.077459 5.383000  -0.07
O -3.657477 1.891690 4.394947  -0.03
H 0.553991 0.121641 -3.463874  0.08
C -2.789251 5.477052 1.915106  -0.34
H 1.878539 2.322370 -4.206664  0.10
C 2.919968 -0.665484 -5.502910  -0.40
C 0.134656 -3.235616 4.286694  -0.08
H 1.402226 3.327954 0.709535  0.14
C 3.601820 2.222808 -0.810817  -0.05
C 2.361803 3.874674 0.435567  -0.28
C -1.742430 -2.324907 -2.142003  -0.06
H 2.676848 -2.275127 0.024380  0.05
H -4.590117 -0.776061 3.410053  0.13
H 0.819066 -6.913700 -0.608989  0.07
C -4.053840 1.728063 -4.041618  -0.12
H -0.090126 5.016222 1.027756  0.13
C -4.165680 0.179443 -4.026545  0.10
C -0.961595 4.332538 0.772830  -0.03
H 1.109366 -1.202641 -3.568146  0.04
H -4.466228 -3.731352 -1.165998  0.05
N -3.130234 -2.919659 -2.417023  -0.15
N -2.746279 2.302355 -3.731835  -0.34
H 3.096357 -0.932280 4.047014  0.05
O -2.602350 3.513618 -3.609192  0.07
H 4.336681 1.979839 -1.587404  0.09
N -3.244197 0.672404 2.544998  -0.17
H 3.732827 1.851459 -4.252998  0.13
O 7.962624 2.678434 5.363483  0.04
O 3.619491 -0.210515 -6.378389  0.00
O 7.327119 3.734407 3.525280  -0.03
O -2.228917 5.430905 3.041418  -0.02
O -0.187424 1.611236 -0.664366  0.12
O 0.956219 -3.881986 6.407529  0.04
C -4.059559 -2.805248 -1.278897  -0.03
H -3.727780 -2.558035 -0.347669  0.04
C 3.818801 -0.147666 4.124709  -0.06
C -3.420378 -0.635546 3.151591  -0.02
H -0.444893 1.331809 -1.503609  0.05
C 1.554219 -0.278818 -3.440440  -0.03
C 2.458546 -3.258430 -0.192352  0.00
C 2.637370 1.598868 -4.634414  -0.03
N 3.528427 3.568810 -0.249661  -0.16
H 0.830339 -1.280656 3.027036  0.11
H -3.214179 4.218022 -0.960922  0.02
H 4.036171 1.459675 -0.184274  0.07
C 1.238480 -5.936290 -0.448401  0.03
C 2.776649 -4.223012 0.853203  0.02
O 0.915042 0.813121 0.949493  -0.07
H -0.896580 -2.961963 -1.430794  0.11
C 0.453475 0.588431 -0.215075  -1.04
H 5.548522 4.381913 0.368223  0.13
H 2.560592 1.932743 -5.630423  0.05
H -1.656280 0.513811 1.201032  0.07
N -2.236118 5.013402 0.779137  -0.20
C 1.019745 -4.968811 -1.559747  -0.11
H -3.177173 -0.660597 4.211059  0.08
H -3.758628 5.913246 1.500452  0.13
H 5.323246 4.160845 -1.254562  0.06
C 5.622169 0.914248 5.621356  0.04
H 2.613686 -1.727768 -5.304027  0.14
H -0.850016 3.991885 -0.095877  -0.01
C 1.593768 -3.635355 -1.455801  -0.04
C -2.693407 0.753598 1.262307  -0.08
H -5.052742 -2.349798 -1.649866  0.13

Cartesian forces, eV/Å:
-0.53 -4.13 -0.27
-1.19 0.28 5.35
-1.32 -2.56 -0.91
1.10 1.94 -0.70
-0.56 -6.79 0.27
-2.97 2.81 -4.95
5.36 3.67 2.87
1.95 -2.40 4.38
-2.15 -1.05 0.81
2.53 2.47 -2.56
-0.39 -3.32 4.09
3.44 0.87 0.56
-0.23 0.17 -0.04
-0.98 -0.18 -1.41
-4.01 -0.99 0.92
3.33 6.89 2.31
1.59 4.53 -7.85
0.61 0.25 -2.24
-4.79 -2.99 -0.53
-0.06 3.41 -0.97
-3.02 -0.71 -1.00
1.28 0.13 -0.78
1.21 -1.72 -0.58
1.18 -2.32 -0.14
-0.10 1.97 -0.09
-1.41 -0.97 0.88
0.41 0.80 0.79
-0.64 -10.78 -6.98
3.45 -0.59 0.38
3.90 6.34 2.40
0.85 1.23 0.33
1.33 -0.86 0.76
-3.26 -0.86 -2.20
-2.05 3.54 2.92
-2.20 1.52 -1.04
0.23 -0.92 0.80
-1.61 1.06 -0.73
0.39 2.16 0.61
1.49 1.35 0.10
1.09 1.06 3.00
-1.38 -2.06 -0.54
0.91 0.50 2.52
2.46 6.66 2.20
0.46 0.70 -1.28
1.68 -0.37 1.57
0.11 -1.75 5.71
0.97 -3.32 2.61
2.07 0.87 0.40
4.68 2.14 0.93
0.94 2.55 -2.93
-1.01 -1.38 -0.79
-0.32 -4.28 6.03
-0.84 -0.96 -0.73
3.10 0.99 6.14
-1.27 0.50 -0.17
-0.50 -0.28 1.01
-2.02 -1.87 -0.16
0.47 0.77 -1.28
-0.03 -0.98 -1.03
-0.15 1.88 0.00
1.00 0.10 0.19
0.62 -1.70 0.63
-0.17 -0.63 -0.05
-2.89 1.16 -4.03
1.88 -1.57 -1.45
3.19 -0.26 0.76
-0.41 1.20 0.65
2.72 0.28 1.26
0.52 2.11 -0.07
2.01 0.03 -1.40
-0.02 -0.24 0.46
-2.96 -2.64 -0.96
-1.09 -0.83 0.01
-3.15 2.17 -1.11
-0.03 5.85 5.30
0.64 -3.06 0.11
-0.87 -3.21 0.56
3.62 2.14 1.77
1.88 -0.33 1.51
-0.37 -0.22 -0.19
-0.66 -0.97 -0.58
-0.51 1.44 -0.88
-0.24 -0.01 -0.37
-2.39 -0.54 -0.66
-1.52 -0.07 -0.51
0.68 -0.74 -1.01
-1.89 -3.81 3.47
-2.06 0.26 -2.70
-1.19 3.80 -1.07
-1.40 2.00 -1.69
-2.82 0.23 -4.76
1.53 1.52 1.94
2.00 2.95 -0.53
-3.89 1.29 0.95
-1.30 -0.13 -2.80
-2.85 -0.14 -6.84
-2.43 -5.05 -1.22
1.51 0.23 0.85
-1.99 -2.97 -0.85
-0.85 -1.52 0.93
-1.12 -3.03 -1.10
0.15 -0.01 1.69
2.74 2.66 0.83
-3.42 -3.34 -2.41
1.12 0.67 0.59
-2.95 1.09 -2.09
1.96 6.13 10.14
-2.45 -0.62 -0.94
0.57 0.01 -1.56
1.05 -0.35 0.37
-0.77 0.41 -1.83
1.51 -0.31 0.80
1.56 -0.26 -0.29
0.25 0.06 1.91
-1.09 -0.39 -0.88
-0.71 0.44 -4.39
0.51 0.24 -0.58
1.18 -3.37 -6.78
0.20 -0.77 3.46
0.51 -2.45 -2.08
1.74 0.47 0.76